[1]
The following is a quantum chemistry calculation of a structure of composition C45H60BN7O2PS3W at a distorted geometry, from the Open Molecules 2025 dataset.

Last column: Mulliken charge in e.
Geometry (Å):
W1 0.72664 -2.30050 -0.24800  -0.07
C1 -2.91860 0.14593 -3.03883  -1.81
C2 -1.88295 0.85175 -2.21373  0.17
C3 -1.48712 2.13033 -2.45460  -0.94
C4 -0.49339 2.71726 -1.65545  -0.45
N1 0.08552 2.03822 -0.69463  -0.01
N2 -0.28215 0.80136 -0.47518  0.71
B1 0.46126 -0.07701 0.63531  -0.99
N3 -0.51913 -0.17775 1.87731  0.38
N4 -1.06321 1.02959 2.15638  -0.17
C5 -1.87225 1.14825 3.16691  -0.02
C6 -2.12883 0.03697 4.00815  -0.58
C7 -1.61323 -1.17983 3.72064  0.10
C8 -1.93010 -2.39045 4.55258  -1.67
C9 -0.78678 -1.29225 2.54940  1.64
S1 -0.24888 -2.83991 2.03679  -0.35
C10 -2.55330 2.49377 3.40066  2.53
C11 -2.19918 3.48428 2.29297  -1.76
C12 -4.07290 2.27784 3.40454  -1.73
C13 -2.10050 3.04748 4.76015  -1.79
N5 1.80634 0.59415 1.15480  0.21
N6 1.85119 1.93108 1.35600  -0.19
C14 2.96464 2.45715 1.77413  0.25
C15 4.11124 1.65922 2.03396  -0.91
C16 4.05599 0.32546 1.90883  0.20
C17 5.21900 -0.57101 2.21773  -1.86
C18 2.81876 -0.21801 1.43773  1.23
S2 2.69012 -1.89049 1.23722  -0.33
C19 3.06721 3.96728 1.95671  2.40
C20 4.04614 4.51421 0.90630  -1.62
C21 1.71209 4.64351 1.78397  -1.57
C22 3.59873 4.27130 3.36719  -1.87
C23 -1.22670 0.18681 -1.15207  0.81
S3 -1.61727 -1.43086 -0.71863  -0.37
C24 -0.03260 4.16829 -1.80762  2.37
C25 1.50538 4.22525 -1.77274  -0.98
C26 -0.62784 4.97164 -0.63462  -0.69
C27 -0.52057 4.77526 -3.12521  -2.24
H1 -3.26848 0.79027 -3.84496  0.45
H2 -3.77452 -0.14943 -2.42595  0.33
H3 -2.50410 -0.77394 -3.46180  0.28
H4 -1.93577 2.68678 -3.27154  0.50
H5 -2.78529 0.14732 4.86667  0.41
H6 -2.53692 -2.11282 5.41499  0.42
H7 -1.01551 -2.87800 4.89983  0.36
H8 -2.47009 -3.13334 3.95748  0.30
H9 -2.55025 3.12883 1.31793  0.30
H10 -1.12201 3.62404 2.21599  -0.32
H11 -2.67098 4.44803 2.50411  0.58
H12 -4.40927 1.86214 2.44944  0.36
H13 -4.57996 3.23477 3.55713  0.46
H14 -4.39218 1.60179 4.20411  0.35
H15 -1.01271 3.17276 4.78754  0.31
H16 -2.38969 2.39262 5.58874  0.37
H17 -2.56042 4.02449 4.93281  0.48
H18 5.04194 2.13020 2.33152  0.41
H19 6.07921 0.01631 2.53859  0.43
H20 5.49419 -1.16763 1.34493  0.35
H21 4.95945 -1.27858 3.01013  0.37
H22 3.71487 4.26979 -0.10819  0.21
H23 5.05550 4.11202 1.04313  0.36
H24 4.10799 5.60322 0.99258  0.46
H25 1.30440 4.47100 0.78194  -0.05
H26 1.81823 5.72094 1.94424  0.52
H27 0.99527 4.25514 2.50946  0.21
H28 4.60767 3.88152 3.53428  0.34
H29 2.93702 3.85618 4.13514  0.36
H30 3.64058 5.35502 3.50817  0.49
H31 1.90836 3.63001 -0.94884  -0.56
H32 1.84076 5.26048 -1.66016  0.39
H33 1.92064 3.83437 -2.70832  0.51
H34 -0.48915 4.45508 0.31822  -0.37
H35 -1.70263 5.12182 -0.78454  0.42
H36 -0.15451 5.95672 -0.57057  0.38
H37 -0.17591 4.20163 -3.99330  0.45
H38 -0.11323 5.78538 -3.21510  0.44
H39 -1.61135 4.86201 -3.16743  0.41
O1 2.67069 -5.60004 -1.42227  -0.61
C28 1.76211 -5.11818 -0.80546  -0.03
O2 1.85453 -4.00247 -0.07322  -0.64
C29 0.37056 -5.71978 -0.74393  -0.38
P1 -0.78981 -4.32858 -0.94417  1.00
C30 -1.20083 -4.31654 -2.72889  0.68
C31 -2.49467 -4.55402 -3.18826  -0.53
C32 -2.77547 -4.51223 -4.54975  -0.82
C33 -1.76788 -4.23873 -5.46148  -0.62
C34 -0.47438 -4.00233 -5.01121  -0.81
C35 -0.19452 -4.03146 -3.65341  -0.65
C36 -2.32731 -4.87686 -0.14481  0.51
C37 -2.71897 -6.20038 -0.36309  -0.39
C38 -3.89399 -6.68667 0.18966  -0.78
C39 -4.68968 -5.85775 0.97015  -0.58
C40 -4.30461 -4.54499 1.19734  -1.04
C41 -3.12611 -4.05440 0.64544  -0.15
H40 0.23884 -6.12785 0.25720  0.47
H41 0.23755 -6.49615 -1.48467  0.58
H42 -3.29279 -4.76354 -2.48768  0.38
H43 -3.78663 -4.69623 -4.89517  0.43
H44 -1.98722 -4.21019 -6.52333  0.41
H45 0.31668 -3.79108 -5.72274  0.45
H46 0.80918 -3.84088 -3.31278  0.42
H47 -2.10865 -6.85647 -0.97524  0.37
H48 -4.18793 -7.71331 0.00957  0.43
H49 -5.60848 -6.23830 1.40239  0.40
H50 -4.92026 -3.89727 1.81044  0.47
H51 -2.83711 -3.03337 0.83762  0.41
C42 1.90198 -1.37528 -4.05240  -1.71
C43 2.41651 -1.04155 -2.65242  1.66
C44 3.77808 -1.70504 -2.44086  -1.50
C45 2.53156 0.47342 -2.49172  -1.71
N7 1.46662 -1.55910 -1.66408  1.10
H52 2.48381 -0.81597 -4.78934  0.52
H53 0.84544 -1.10712 -4.16101  0.28
H54 2.01894 -2.44069 -4.26786  0.41
H55 4.43709 -1.46133 -3.28041  0.44
H56 3.67318 -2.78814 -2.37796  0.27
H57 4.23897 -1.35576 -1.51677  0.23
H58 3.18680 0.87683 -3.26841  0.75
H59 2.95297 0.73459 -1.51422  0.20
H60 1.55129 0.95070 -2.58422  0.20

Values from the calculation:
Charge = +1
2S+1 = 1
Molar mass = 1052.8 g/mol
HOMO = -0.3799 Ha
LUMO level = -2.71 eV

***

[2]
The following is a quantum chemistry calculation of a structure of composition C45H61Al2B2BrCl3CsF6N3O16PS at a distorted geometry, from the Open Molecules 2025 dataset.

Last column: Mulliken charge in e.
Geometry (Å):
C1 -0.19061 4.21592 4.64829  -1.01
C2 -1.41177 3.30221 4.73493  -0.93
C3 -2.27696 3.28590 3.47708  0.58
N1 -1.61435 3.74834 2.27525  -0.24
C4 -1.99854 2.90913 1.15526  -0.73
C5 -2.98271 3.36430 0.32415  0.51
N2 -3.59118 4.61291 0.53898  -0.78
C6 -3.39355 2.60417 -0.72118  0.77
P1 -4.68343 3.27667 -1.86732  0.14
O1 -5.96806 2.59096 -1.87409  -0.27
C7 -2.87001 1.36557 -0.91819  0.09
C8 -1.88826 0.86759 -0.10569  0.35
C9 -1.42846 1.68758 0.92335  -0.44
C10 -0.25777 1.22512 1.80040  -2.11
C11 1.01105 1.43753 0.78291  -1.65
C12 2.48668 1.38112 1.43544  -0.41
C13 3.51751 1.30700 0.26041  -1.15
N3 4.43019 0.17409 0.39940  -0.45
C14 -1.44127 -0.55093 -0.40785  -0.58
O2 -1.21848 -1.32623 0.50565  -0.82
C15 -1.37753 -0.93889 -1.83349  -0.10
C16 -0.47301 -1.82290 -2.28692  -0.30
B1 0.53679 -2.56914 -1.34215  0.99
C17 1.92171 -2.07617 -0.90174  -0.91
O3 0.13841 -3.76912 -0.83815  -0.75
C18 -0.43836 -2.14421 -3.60687  0.33
C19 0.48618 -3.14238 -4.22502  -1.60
C20 1.70377 -2.56296 -4.92666  0.55
C21 2.96057 -2.49367 -4.07516  -1.11
O4 1.97684 -3.49952 -5.97991  -0.59
C22 -1.30726 -1.53248 -4.39804  0.84
F1 -1.27333 -1.84158 -5.70112  -0.45
C23 -2.24637 -0.66119 -4.00286  0.80
C24 -3.12372 -0.13229 -5.10722  -0.71
C25 -2.23989 0.73057 -6.04357  -0.14
C26 -2.44165 2.22731 -5.81951  -0.82
C27 -2.30711 -0.36779 -2.66868  0.71
C28 -3.33355 0.50148 -2.05753  -0.55
O5 -4.48311 0.51413 -2.42775  -0.41
H1 0.65325 3.65886 4.26999  0.15
H2 0.08122 4.57517 5.62775  0.39
H3 -0.33876 5.07560 4.01500  0.29
H4 -1.98042 3.55989 5.61650  0.60
H5 -1.04551 2.29604 4.89289  0.32
H6 -2.76097 2.34017 3.32179  0.45
H7 -3.13544 3.99519 3.65816  -0.25
H8 -1.89642 4.69355 2.08739  0.75
H9 -4.59585 4.46955 0.46919  0.31
H10 -3.45262 4.93976 1.48331  -0.29
H11 -4.03366 3.28724 -3.11772  -0.21
H12 -4.87129 4.62656 -1.53398  0.09
H13 -0.12688 1.86604 2.74007  2.08
H14 -0.35949 0.14372 2.15131  0.28
H15 0.87710 0.78296 -0.05910  0.14
H16 0.89318 2.45141 0.44775  0.51
H17 2.61319 0.53498 2.20299  1.55
H18 2.66248 2.37761 1.91979  0.69
H19 4.00415 2.26644 0.11422  0.46
H20 2.95175 1.14533 -0.63744  0.49
H21 4.95226 0.29669 1.25892  0.22
H22 5.07006 0.20680 -0.37959  0.22
H23 2.43993 -1.49350 -1.63961  -0.02
H24 2.53389 -2.94126 -0.69701  0.37
H25 1.82736 -1.56013 0.03771  0.27
H26 -0.43792 -4.21648 -1.46230  0.40
H27 0.80219 -3.92222 -3.54438  0.70
H28 -0.07265 -3.64078 -5.00113  0.28
H29 1.49504 -1.61205 -5.40353  0.33
H30 2.95626 -3.23101 -3.28616  0.13
H31 3.14090 -1.50491 -3.67882  0.17
H32 3.79070 -2.73739 -4.71243  0.43
H33 2.59288 -3.09777 -6.59340  0.39
H34 -3.89644 0.51564 -4.74973  0.57
H35 -3.47597 -0.99837 -5.65365  -0.53
H36 -1.19068 0.54158 -5.87626  0.01
H37 -2.42693 0.49640 -7.08014  0.54
H38 -3.03256 2.66207 -6.61123  0.37
H39 -2.92293 2.43638 -4.87735  -0.12
H40 -1.50246 2.75981 -5.82881  0.35
C29 6.71207 -0.49876 -4.87041  -0.53
O6 5.99902 -1.69483 -5.17338  -0.44
H41 6.04976 0.14889 -4.30178  0.17
H42 7.59896 -0.71809 -4.27019  0.27
H43 7.01299 0.01599 -5.78589  0.27
H44 6.58746 -2.26339 -5.67587  0.27
Cs1 1.54916 0.05890 3.18676  0.77
Cl1 -3.06045 -2.71049 -8.78372  -0.09
C30 -3.05676 -4.17132 -7.80611  0.64
C31 -4.39183 -4.44892 -7.17584  -0.56
Cl2 -4.76735 -3.24222 -5.92901  0.00
H45 -2.26069 -4.07247 -7.06865  -0.19
H46 -2.78372 -5.08629 -8.51151  -0.18
H47 -4.37601 -5.42291 -6.68975  0.31
H48 -5.19279 -4.44785 -7.90983  0.35
B2 -9.00938 -0.10532 -1.33353  1.23
O7 -8.78682 -0.28640 -2.77705  -0.58
C32 -7.65969 -0.94067 -2.96686  0.60
O8 -7.21451 -1.22956 -4.03766  -0.66
C33 -7.04191 -1.24800 -1.59078  0.70
O9 -6.00834 -1.83041 -1.39013  -0.70
O10 -7.84428 -0.75007 -0.66250  -0.48
O11 -9.11869 1.32393 -0.99605  -0.43
C34 -10.29822 1.54558 -0.43383  0.58
O12 -10.70866 2.60320 -0.04580  -0.65
C35 -11.05402 0.20846 -0.37012  0.54
O13 -12.15198 0.03683 0.07539  -0.62
O14 -10.28083 -0.72695 -0.90209  -0.52
Al1 -4.58796 5.11724 3.89463  0.56
F2 -4.02814 0.63621 2.05977  -0.10
Al2 -5.36040 1.12041 2.94862  0.35
F3 -4.68495 1.69508 4.46077  -0.49
F4 -6.40503 -0.10140 3.25362  -0.33
F5 -6.03960 2.46592 2.21263  -0.36
F6 6.80550 0.81353 2.87370  -0.27
C36 7.34802 1.71660 3.72689  0.51
C37 6.58749 2.79032 4.13911  -0.29
C38 7.14297 3.71237 5.01221  -0.44
C39 8.44866 3.55195 5.45251  -0.56
C40 9.19738 2.46619 5.02264  -0.42
C41 8.64437 1.53516 4.15540  -0.54
H49 5.57348 2.90345 3.77809  0.42
H50 6.55664 4.55581 5.34883  0.37
H51 8.88199 4.27336 6.13078  0.38
H52 10.21605 2.34261 5.36201  0.38
H53 9.20969 0.67842 3.81400  0.44
Br1 -2.69819 -5.96123 -10.16044  -0.26
C42 6.41175 -4.03262 7.74912  -0.61
C43 5.06854 -4.43436 8.37369  -0.61
C44 4.34921 -3.14040 8.77967  -0.65
S1 4.93519 -1.87449 7.65454  1.12
O15 5.69707 -0.87549 8.43268  -0.56
O16 3.87143 -1.46631 6.76984  -0.62
C45 6.09844 -2.90279 6.77191  -0.67
H54 6.89163 -4.86886 7.24553  0.35
H55 7.08780 -3.67409 8.52799  0.31
H56 4.46960 -4.97442 7.63878  0.31
H57 5.20270 -5.09029 9.23053  0.33
H58 3.26987 -3.21912 8.68506  0.35
H59 4.61074 -2.83474 9.79185  0.35
H60 6.97004 -2.31492 6.49295  0.40
H61 5.59442 -3.27307 5.88024  0.37
Cl3 6.91782 -0.56077 10.11584  -0.17

Values from the calculation:
Charge = 0
2S+1 = 1
Molar mass = 1471.8 g/mol
HOMO = -0.2541 Ha
LUMO level = -6.25 eV